# 1
{
  "formula": "C13H24I2MoN6",
  "method": "ωB97M-V/def2-TZVPD",
  "charge": 4,
  "energy_ha": -1500.079445,
  "symbols": ["Mo", "I", "C", "I", "H", "H", "C", "N", "C", "N", "C", "N", "C", "N", "C", "C", "H", "H", "H", "H", "H", "H", "H", "H", "H", "H", "H", "H", "N", "C", "N", "C", "C", "C", "C", "C", "H", "H", "H", "H", "H", "H", "H", "H", "H", "H"],
  "xyz": [[0.3213, 1.5597, -0.6451], [2.7833, 1.9067, 0.9214], [1.4213, 3.2436, -0.0014], [-1.2750, 2.9227, -2.1141], [1.9116, 3.8261, -0.7789], [0.9262, 3.8679, 0.7411], [2.3822, 0.7464, -2.8399], [2.9282, -0.2671, -3.7036], [2.0231, -0.7135, -4.7696], [0.9977, -1.3393, -3.9159], [0.2651, -0.4043, -3.0790], [1.2278, 0.1364, -2.0109], [1.7989, -1.1411, -1.2784], [2.3984, -2.0432, -2.2030], [3.4902, -1.3975, -2.9378], [1.4416, -2.5506, -3.1904], [1.9879, 1.5757, -3.4248], [3.1485, 1.0994, -2.1535], [2.4928, -1.4483, -5.4176], [1.6253, 0.1103, -5.3579], [-0.5636, -0.9127, -2.5916], [-0.0998, 0.4225, -3.6818], [0.9650, -1.6125, -0.7648], [2.5352, -0.7968, -0.5598], [3.9678, -2.1028, -3.6139], [4.2373, -1.0226, -2.2385], [0.5942, -3.0373, -2.7097], [1.9155, -3.2446, -3.8800], [-0.4690, 0.7375, 0.8819], [-1.1568, 0.3964, 1.8157], [-1.8267, 0.0423, 2.7914], [-1.2502, -0.0024, 4.2159], [-2.3639, -0.2702, 5.2130], [-3.5964, 0.6186, 4.9977], [-4.1117, 0.5872, 3.5374], [-3.2971, -0.3351, 2.6374], [-0.7625, 0.9558, 4.3941], [-0.4994, -0.7919, 4.2240], [-1.9268, -0.0843, 6.1943], [-2.6291, -1.3266, 5.2040], [-3.3750, 1.6416, 5.2963], [-4.3772, 0.2903, 5.6763], [-4.1441, 1.5849, 3.1008], [-5.1316, 0.2053, 3.4830], [-3.5701, -0.2558, 1.5878], [-3.3604, -1.3766, 2.9485]],
  "nbo_charge": [0.994, 0.564, -0.700, 0.412, 0.286, 0.296, -0.106, -0.226, -0.088, -0.155, -0.119, -0.471, -0.083, -0.308, -0.116, -0.100, 0.252, 0.260, 0.284, 0.267, 0.263, 0.258, 0.244, 0.253, 0.280, 0.266, 0.263, 0.279, -0.627, 0.798, -0.286, -0.197, -0.438, -0.420, -0.428, -0.190, 0.240, 0.254, 0.289, 0.238, 0.238, 0.273, 0.230, 0.282, 0.235, 0.260]
}

# 2
{
  "formula": "C48H90O48",
  "method": "ωB97M-V/def2-TZVPD",
  "energy_ha": -5494.310254,
  "symbols": ["C", "C", "O", "C", "O", "O", "H", "H", "H", "H", "C", "C", "O", "C", "O", "O", "H", "H", "H", "H", "C", "C", "O", "C", "O", "O", "H", "H", "H", "H", "C", "O", "C", "O", "O", "C", "H", "H", "H", "H", "H", "H", "C", "O", "C", "O", "O", "C", "H", "H", "H", "H", "H", "H", "C", "O", "C", "O", "O", "C", "H", "H", "H", "H", "H", "H", "C", "O", "C", "O", "O", "C", "H", "H", "H", "H", "H", "H", "C", "O", "C", "O", "O", "C", "H", "H", "H", "H", "H", "H", "C", "O", "C", "O", "O", "C", "H", "H", "H", "H", "H", "H", "C", "O", "C", "O", "O", "C", "H", "H", "H", "H", "H", "H", "C", "O", "C", "O", "O", "C", "H", "H", "H", "H", "H", "H", "C", "O", "C", "O", "O", "C", "H", "H", "H", "H", "H", "H", "C", "O", "C", "O", "O", "C", "H", "H", "H", "H", "H", "H", "C", "O", "C", "O", "O", "C", "H", "H", "H", "H", "H", "H", "C", "O", "C", "O", "O", "C", "H", "H", "H", "H", "H", "H", "C", "O", "C", "O", "O", "C", "H", "H", "H", "H", "H", "H"],
  "xyz": [[1.1116, 0.1098, -1.2028], [1.4222, -1.2170, -0.5870], [0.3086, -1.4416, 0.2541], [-0.3550, -0.2884, 0.4371], [-1.2112, -0.1690, 1.2979], [0.2386, 0.7077, -0.2664], [0.6418, 0.0385, -2.1838], [1.9201, 0.8322, -1.3145], [2.2670, -1.0706, 0.0861], [1.7212, -1.9542, -1.3322], [-0.8373, -5.9801, -0.5230], [-0.3029, -4.5986, -0.4599], [-0.3437, -4.1309, -1.8919], [-0.3972, -5.2233, -2.6588], [-0.1250, -5.2893, -3.8197], [-0.8605, -6.2886, -1.8975], [-1.7890, -6.0724, 0.0002], [-0.1835, -6.5788, 0.1111], [0.7271, -4.6247, -0.1041], [-0.6634, -3.8111, 0.2018], [5.0905, 5.9725, -2.6549], [3.6982, 6.5391, -2.3489], [3.1606, 5.5533, -1.4784], [3.8799, 4.4139, -1.7007], [3.5857, 3.2986, -1.2204], [4.9719, 4.6179, -2.4478], [5.8941, 6.4554, -2.0990], [5.3170, 6.2366, -3.6879], [2.9982, 6.5980, -3.1824], [3.8051, 7.4608, -1.7770], [6.4131, -0.3318, -0.2893], [5.0451, -0.0984, 0.0974], [4.8406, 0.8963, 1.0390], [5.7651, 1.6656, 1.4318], [3.6021, 0.9225, 1.3935], [3.0104, 2.1915, 1.8734], [6.4734, -1.2133, -0.9277], [7.1457, -0.5097, 0.4980], [6.7610, 0.5101, -0.8877], [3.7883, 2.6848, 2.4562], [2.3165, 2.0216, 2.6966], [2.6762, 2.8635, 1.0829], [-5.8502, 4.8863, 5.0844], [-5.4550, 3.9339, 4.0531], [-4.6158, 2.8128, 4.3895], [-4.1757, 2.5654, 5.5852], [-4.1999, 2.2074, 3.2193], [-3.7366, 0.8184, 3.2755], [-6.6920, 5.5155, 4.7953], [-5.0224, 5.5774, 5.2435], [-6.1710, 4.4782, 6.0428], [-4.4757, 0.3061, 3.8914], [-2.7709, 0.5877, 3.7252], [-3.6812, 0.2894, 2.3241], [4.1026, 5.9529, 4.7397], [3.4485, 5.5452, 3.5534], [2.1122, 5.7606, 3.4163], [1.3148, 6.3651, 4.1701], [1.8799, 5.3972, 2.2194], [0.5634, 5.4302, 1.7288], [4.0020, 7.0380, 4.7180], [5.1680, 5.7347, 4.6654], [3.7193, 5.5880, 5.6926], [0.3852, 6.4665, 1.4418], [-0.1123, 5.0119, 2.4748], [0.4009, 4.8338, 0.8310], [2.8865, -3.1599, 6.9663], [2.3319, -1.9244, 6.6667], [1.0641, -1.7578, 6.3443], [0.1763, -2.5888, 6.5068], [0.9521, -0.5726, 5.8328], [-0.0669, -0.1461, 5.0205], [2.3652, -3.5540, 7.8386], [3.8938, -2.9947, 7.3487], [2.8227, -3.8199, 6.1012], [-0.0455, 0.9404, 4.9358], [-1.0856, -0.4150, 5.2999], [0.1186, -0.5178, 4.0127], [-2.2109, 2.9124, -0.1122], [-2.7185, 2.0269, -1.0681], [-3.5460, 2.4569, -2.0633], [-4.0279, 3.5882, -2.1623], [-3.8517, 1.4468, -2.8454], [-4.5907, 1.6018, -4.0389], [-2.9299, 3.0347, 0.6979], [-2.0951, 3.8987, -0.5615], [-1.2506, 2.5515, 0.2561], [-4.3105, 2.4829, -4.6162], [-5.6625, 1.7249, -3.8835], [-4.4442, 0.7075, -4.6446], [1.7356, -7.5058, 2.3813], [2.5649, -7.9043, 1.2460], [2.7564, -7.1202, 0.1713], [2.6704, -5.9115, 0.1877], [3.0047, -7.9006, -0.9036], [3.5158, -7.2931, -2.0292], [1.9392, -6.4386, 2.4692], [2.1484, -7.8309, 3.3363], [0.7643, -7.8796, 2.0571], [2.8588, -6.5385, -2.4617], [3.7314, -8.0257, -2.8069], [4.3899, -6.7252, -1.7106], [5.6144, -4.6130, 2.7966], [5.0435, -5.6199, 3.5935], [4.9902, -5.4966, 4.9471], [5.1386, -4.4119, 5.5872], [4.7096, -6.7147, 5.4041], [4.6176, -6.8702, 6.8078], [5.6840, -5.0023, 1.7809], [6.6311, -4.3198, 3.0581], [4.9464, -3.7548, 2.8697], [3.8685, -7.6296, 7.0319], [4.4447, -5.9883, 7.4246], [5.5329, -7.2629, 7.2507], [1.9703, -2.4818, 2.6834], [1.4499, -3.7957, 2.8708], [0.1409, -4.0161, 3.2174], [-0.3817, -5.1276, 3.1154], [-0.4325, -2.9252, 3.7332], [-1.7276, -3.0891, 4.2926], [2.0165, -2.1443, 3.7188], [1.3554, -1.7666, 2.1372], [2.9878, -2.6345, 2.3235], [-2.4671, -3.4323, 3.5692], [-2.1889, -2.2438, 4.8032], [-1.8171, -3.9051, 5.0098], [0.7386, 3.7598, -2.9607], [0.8459, 5.1848, -2.8179], [-0.0966, 5.8726, -2.1852], [-1.1390, 5.4786, -1.5650], [0.2629, 7.1734, -2.4675], [-0.5248, 8.2813, -2.2115], [1.7261, 3.3233, -3.1099], [0.1738, 3.5819, -3.8759], [0.1782, 3.2883, -2.1535], [-1.4416, 8.2898, -2.8010], [0.1145, 9.1146, -2.5029], [-0.6945, 8.4254, -1.1444], [-4.9840, 1.3550, -8.3826], [-4.5845, 2.7715, -8.3979], [-3.7078, 3.2658, -7.4873], [-3.4131, 4.4676, -7.5034], [-3.1375, 2.3348, -6.7077], [-2.0456, 2.6110, -5.7716], [-4.1577, 0.6441, -8.3771], [-5.4707, 1.1270, -9.3309], [-5.7404, 1.1939, -7.6145], [-1.2106, 3.0141, -6.3447], [-1.6561, 1.7215, -5.2765], [-2.4200, 3.3043, -5.0184], [-7.8911, -1.4029, -2.8578], [-8.6704, -0.4757, -2.0875], [-8.2639, 0.4839, -1.3591], [-8.9695, 1.1711, -0.5732], [-6.8997, 0.6606, -1.4958], [-6.3354, 1.4553, -0.4555], [-7.3744, -0.9479, -3.7028], [-8.5965, -2.0629, -3.3628], [-7.1404, -2.0296, -2.3763], [-5.8883, 2.3597, -0.8681], [-5.4862, 0.9420, -0.0046], [-6.9887, 1.7925, 0.3492], [-3.1947, -1.7987, -4.1181], [-3.8885, -1.3598, -2.9457], [-4.4997, -2.2777, -2.2475], [-4.4661, -3.4702, -2.5215], [-4.8779, -1.6887, -1.1433], [-5.1432, -2.4496, 0.0197], [-3.4512, -2.7888, -4.4949], [-2.1498, -1.4901, -4.0873], [-3.5698, -1.1158, -4.8803], [-5.7383, -1.8404, 0.7000], [-4.1269, -2.5380, 0.4035], [-5.7788, -3.2978, -0.2350], [1.6442, -1.5908, -4.6005], [2.7378, -0.7324, -4.4790], [4.0080, -1.1685, -4.4144], [4.3108, -2.3669, -4.4099], [4.9074, -0.2287, -4.5607], [4.6712, 1.1652, -4.1472], [2.0230, -2.3754, -5.2554], [0.8085, -1.0694, -5.0672], [1.2302, -1.9363, -3.6532], [3.6694, 1.4728, -4.4470], [5.3513, 1.8587, -4.6419], [4.7633, 1.1537, -3.0612]],
  "lowdin_charge": [-0.118, -0.107, 0.034, -0.515, 0.129, 0.053, 0.126, 0.133, 0.116, 0.138, -0.144, -0.076, 0.052, -0.554, 0.151, 0.067, 0.135, 0.115, 0.102, 0.119, -0.145, -0.098, 0.047, -0.492, 0.088, 0.093, 0.136, 0.134, 0.130, 0.139, -0.052, -0.037, -0.559, 0.067, 0.004, 0.022, 0.091, 0.094, 0.091, 0.087, 0.095, 0.080, -0.052, -0.054, -0.393, 0.036, -0.036, -0.025, 0.086, 0.090, 0.088, 0.094, 0.073, 0.076, -0.051, -0.020, -0.590, 0.091, 0.008, -0.015, 0.095, 0.094, 0.099, 0.107, 0.108, 0.082, -0.059, 0.008, -0.608, 0.118, 0.034, -0.063, 0.100, 0.098, 0.093, 0.104, 0.087, 0.079, -0.058, -0.013, -0.573, 0.105, 0.000, -0.033, 0.098, 0.059, 0.079, 0.077, 0.102, 0.079, 0.009, -0.025, -0.570, 0.104, 0.003, -0.071, 0.069, 0.094, 0.102, 0.093, 0.103, 0.100, -0.046, -0.019, -0.504, 0.055, 0.020, -0.047, 0.098, 0.099, 0.082, 0.097, 0.091, 0.095, -0.010, -0.021, -0.528, 0.103, -0.021, -0.055, 0.090, 0.082, 0.096, 0.092, 0.087, 0.100, 0.010, -0.019, -0.464, 0.071, -0.040, -0.067, 0.084, 0.089, 0.096, 0.106, 0.096, 0.097, -0.021, -0.003, -0.556, 0.100, -0.061, -0.016, 0.090, 0.087, 0.091, 0.098, 0.092, 0.091, -0.003, 0.053, -0.555, 0.073, -0.026, -0.040, 0.095, 0.100, 0.083, 0.086, 0.086, 0.099, -0.010, 0.005, -0.651, 0.105, -0.024, -0.009, 0.105, 0.095, 0.067, 0.093, 0.107, 0.103, -0.044, -0.041, -0.590, 0.102, 0.015, 0.011, 0.109, 0.091, 0.078, 0.082, 0.096, 0.088]
}

# 3
{
  "formula": "C20H60O20",
  "method": "ωB97M-V/def2-TZVPD",
  "smiles": "OCCO.OCCO.OCCO.OCCO.OCCO.OCCO.OCCO.OCCO.OCCO.OCCO",
  "de_lowest_kj_mol": 399.6,
  "energy_ha": -2302.536330,
  "symbols": ["O", "C", "C", "O", "H", "H", "H", "H", "H", "H", "O", "C", "C", "O", "H", "H", "H", "H", "H", "H", "O", "C", "C", "O", "H", "H", "H", "H", "H", "H", "O", "C", "C", "O", "H", "H", "H", "H", "H", "H", "O", "C", "C", "O", "H", "H", "H", "H", "H", "H", "O", "C", "C", "O", "H", "H", "H", "H", "H", "H", "O", "C", "C", "O", "H", "H", "H", "H", "H", "H", "O", "C", "C", "O", "H", "H", "H", "H", "H", "H", "O", "C", "C", "O", "H", "H", "H", "H", "H", "H", "O", "C", "C", "O", "H", "H", "H", "H", "H", "H"],
  "xyz": [[0.3236, -3.9518, -0.1449], [0.3274, -4.8144, 1.0456], [1.7783, -5.1160, 1.5438], [2.5551, -3.8857, 1.7442], [0.6111, -3.0723, 0.1111], [-0.1265, -4.2427, 1.8550], [-0.2438, -5.7400, 0.9736], [2.4167, -5.7067, 0.8868], [1.9689, -5.6675, 2.4644], [2.2008, -3.2498, 2.3700], [-6.7323, 0.3823, 0.0516], [-5.5587, 1.0186, 0.4764], [-5.6824, 2.5494, 0.3927], [-6.2725, 2.9368, -0.8386], [-7.0249, 0.8329, -0.7440], [-5.4233, 0.8479, 1.5444], [-4.6367, 0.6604, 0.0185], [-4.6916, 2.9804, 0.5362], [-6.2460, 3.0656, 1.1700], [-5.9995, 3.8177, -1.1054], [-3.3148, -1.3140, 2.2284], [-2.5754, -2.4544, 2.5669], [-2.0164, -2.4525, 4.1183], [-1.0965, -1.3805, 4.0430], [-2.9189, -0.4868, 2.5122], [-3.1860, -3.3419, 2.4006], [-1.7670, -2.6087, 1.8522], [-1.4584, -3.3729, 4.2900], [-2.7474, -2.2281, 4.8951], [-1.5475, -0.5352, 3.9826], [0.4987, 1.1395, 2.6349], [0.0286, 1.8588, 3.7054], [-1.4168, 2.3217, 3.6907], [-2.4265, 1.3135, 3.8085], [1.2475, 0.5744, 2.8387], [0.1093, 1.3969, 4.6894], [0.5246, 2.8294, 3.6964], [-1.6406, 2.8331, 2.7544], [-1.6359, 2.9607, 4.5461], [-2.8991, 1.4585, 4.6314], [2.2300, 1.6719, -1.1404], [2.0251, 1.4353, -2.5641], [3.1422, 0.4842, -2.9675], [2.8239, -0.8836, -2.7293], [1.3616, 1.6357, -0.7327], [1.1761, 0.8170, -2.8556], [2.0890, 2.4248, -3.0170], [4.0320, 0.7288, -2.3875], [3.4850, 0.5572, -3.9996], [3.5302, -1.4146, -3.1046], [1.2967, -2.4020, -4.5436], [2.3197, -3.3039, -4.9027], [1.7864, -4.2708, -5.8750], [0.8737, -5.2106, -5.1947], [1.6989, -1.7845, -3.9283], [3.2085, -2.8100, -5.2954], [2.6720, -3.8406, -4.0218], [2.6571, -4.8308, -6.2162], [1.3294, -3.8574, -6.7741], [0.0302, -4.7567, -5.1305], [2.5741, 6.5594, 0.4550], [2.2724, 6.0901, 1.7069], [2.1155, 4.5407, 1.8184], [0.9572, 4.1115, 1.0919], [2.6268, 7.5124, 0.5585], [3.0233, 6.3606, 2.4493], [1.3417, 6.6319, 1.8752], [2.0857, 4.3171, 2.8848], [3.0128, 3.9681, 1.5837], [0.9393, 3.1580, 0.9818], [-1.6355, 3.1736, -2.0117], [-2.8471, 3.6453, -1.5105], [-2.7481, 5.1786, -1.2099], [-2.8925, 6.0056, -2.3559], [-1.2879, 2.6083, -1.3180], [-3.7038, 3.4206, -2.1458], [-3.0825, 3.0113, -0.6557], [-1.7355, 5.3560, -0.8476], [-3.4529, 5.4628, -0.4285], [-3.7745, 6.3846, -2.3663], [-0.8155, 1.4854, -0.0406], [-1.1994, 0.2540, -0.7157], [-0.4225, -0.9194, -0.2410], [0.9287, -0.9165, -0.6226], [-0.5473, 1.2552, 0.8520], [-2.2644, 0.0477, -0.8224], [-0.8870, 0.3610, -1.7545], [-0.9663, -1.7970, -0.5903], [-0.4591, -1.0798, 0.8366], [1.2626, -1.3484, -1.4123], [3.1548, -3.2079, -1.1867], [4.4627, -3.0235, -0.7227], [5.0115, -4.3486, -0.1735], [4.9994, -4.3585, 1.1946], [2.6915, -3.8378, -0.6297], [5.1349, -2.8119, -1.5542], [4.5047, -2.2139, 0.0059], [6.0307, -4.4176, -0.5537], [4.4089, -5.1126, -0.6647], [4.1095, -4.0527, 1.3845]],
  "lowdin_charge": [-0.062, -0.155, -0.146, -0.104, 0.033, 0.093, 0.123, 0.118, 0.123, 0.114, -0.038, -0.241, -0.242, -0.068, 0.077, 0.114, 0.104, 0.088, 0.116, 0.081, -0.060, -0.220, -0.165, -0.112, 0.047, 0.110, 0.075, 0.105, 0.113, 0.025, -0.032, -0.259, -0.194, -0.080, 0.120, 0.133, 0.106, 0.123, 0.132, 0.100, -0.073, -0.176, -0.211, -0.103, 0.033, 0.114, 0.128, 0.121, 0.122, 0.085, -0.056, -0.290, -0.219, -0.071, 0.029, 0.118, 0.119, 0.115, 0.122, 0.072, -0.047, -0.273, -0.213, -0.060, 0.090, 0.112, 0.120, 0.091, 0.121, 0.043, -0.057, -0.250, -0.217, -0.059, 0.019, 0.112, 0.085, 0.117, 0.106, 0.075, -0.085, -0.174, -0.261, -0.045, 0.050, 0.122, 0.122, 0.125, 0.111, 0.070, -0.082, -0.233, -0.280, -0.054, 0.047, 0.110, 0.129, 0.115, 0.119, 0.004]
}